a) The following is a DFT calculation (wB97M-V/def2-TZVPD) of 3 unconnected molecules or ions with the total composition H6O3.

Values from the calculation:
charge	-1
spin multiplicity	2
Kohn-Sham gap (alpha / beta)	3.07 / 10.68	eV

Positions of all 9 atoms, in Å:
1 O -21.05 12.88 -17.82
2 H -21.75 13.53 -17.80
3 H -20.88 12.68 -16.91
4 O -19.39 12.60 -19.81
5 H -19.56 11.85 -20.37
6 H -19.97 12.48 -19.05
7 O -23.91 12.65 -17.01
8 H -23.77 11.71 -16.96
9 H -24.77 12.74 -17.44



b) The following is a DFT calculation (wB97M-V/def2-TZVPD) of 3 unconnected molecules or ions with the total composition H6O3.

Values from the calculation:
charge	-1
spin multiplicity	2
Kohn-Sham gap (alpha / beta)	3.47 / 11.26	eV

Positions of all 9 atoms, in Å:
1 O -0.77 -0.70 -1.59
2 H -0.85 -1.01 -2.50
3 H -1.67 -0.53 -1.32
4 O 0.67 -0.73 0.77
5 H 0.52 -0.79 -0.17
6 H 0.53 -1.62 1.09
7 O 0.49 1.89 1.62
8 H 0.30 1.05 1.20
9 H 0.79 2.45 0.90



Relative energies, hartree: a) 0.0091; b) 0.0000.



a) The following is a DFT calculation (wB97M-V/def2-TZVPD) of 2 unconnected molecules or ions with the total composition CH2OS.

Values from the calculation:
charge	0
Kohn-Sham gap	8.96	eV

Positions of all 5 atoms, in Å:
1 C 0.22 0.03 0.19
2 O -0.66 1.02 0.03
3 S -1.42 -0.53 -0.18
4 H 1.14 -0.36 -1.28
5 H 0.72 -0.16 1.25



b) The following is a DFT calculation (wB97M-V/def2-TZVPD) of a single CH2OS molecule.

Values from the calculation:
charge	0
SMILES string	O=CS
Kohn-Sham gap	11.12	eV

Positions of all 5 atoms, in Å:
1 O -0.99 -1.13 0.47
2 C -0.13 -0.73 -0.29
3 S 0.55 0.86 -0.12
4 H 0.18 -1.29 -1.12
5 H -0.20 1.04 1.02



Relative energies, hartree: a) 0.1653; b) 0.0000.



a) The following is a DFT calculation (wB97M-V/def2-TZVPD) of a single C11H14N2O4 molecule.

Values from the calculation:
charge	0
SMILES string	N[C@@H](Cc1ccc(O)cc1)C(=O)NCC(=O)O
Kohn-Sham gap	8.77	eV

Positions of all 31 atoms, in Å:
1 N 0.11 1.80 1.14
2 C 0.56 0.60 0.42
3 C -0.39 0.32 -0.79
4 C -1.86 0.04 -0.52
5 C -2.66 1.12 -0.11
6 C -4.03 0.88 0.23
7 C -4.55 -0.42 0.28
8 O -5.86 -0.59 0.64
9 C -3.73 -1.51 -0.12
10 C -2.43 -1.23 -0.57
11 C 1.97 0.85 -0.20
12 O 2.38 1.99 -0.40
13 N 2.65 -0.27 -0.50
14 C 4.05 -0.35 -0.88
15 C 4.98 -0.70 0.26
16 O 6.12 -0.30 0.38
17 O 4.39 -1.49 1.17
18 H 0.52 1.79 2.10
19 H 0.65 2.54 0.60
20 H 0.55 -0.22 1.09
21 H -0.36 1.19 -1.46
22 H -0.07 -0.46 -1.47
23 H -2.16 2.07 -0.01
24 H -4.68 1.74 0.51
25 H -6.09 -1.51 0.55
26 H -4.13 -2.54 -0.18
27 H -1.81 -2.10 -0.78
28 H 2.27 -1.14 -0.22
29 H 4.22 -1.13 -1.66
30 H 4.33 0.60 -1.37
31 H 5.09 -1.56 1.86



b) The following is a DFT calculation (wB97M-V/def2-TZVPD) of a single C11H14N2O4 molecule.

Values from the calculation:
charge	0
SMILES string	N[C@@H](Cc1ccc(O)cc1)C(=O)NCC(=O)O
Kohn-Sham gap	8.86	eV

Positions of all 31 atoms, in Å:
1 N 0.70 -0.64 1.53
2 C 0.88 -1.45 0.28
3 C 0.26 -0.45 -0.72
4 C -1.26 -0.18 -0.52
5 C -1.82 1.03 -0.07
6 C -3.11 1.34 0.23
7 C -3.94 0.27 0.01
8 O -5.34 0.41 0.11
9 C -3.60 -0.89 -0.68
10 C -2.28 -1.13 -0.89
11 C 2.37 -1.75 -0.18
12 O 2.55 -2.89 -0.73
13 N 3.30 -0.82 0.24
14 C 3.20 0.54 0.80
15 C 2.86 1.53 -0.49
16 O 2.40 1.26 -1.56
17 O 3.33 2.80 -0.25
18 H 0.87 -1.15 2.53
19 H -0.20 -0.14 1.65
20 H 0.56 -2.56 0.25
21 H 0.77 0.61 -0.63
22 H 0.03 -0.97 -1.72
23 H -1.03 1.85 -0.03
24 H -3.35 2.42 0.39
25 H -5.66 1.03 0.85
26 H -4.37 -1.46 -1.11
27 H -1.99 -2.17 -1.27
28 H 4.33 -1.20 0.36
29 H 4.17 0.77 1.27
30 H 2.42 0.75 1.47
31 H 2.94 3.24 -1.13



Relative energies, hartree: a) 0.0000; b) 0.1283.



a) The following is a DFT calculation (wB97M-V/def2-TZVPD) of a molecular structure, C48H43Ge2N7O5Pb.

Values from the calculation:
charge	+1
spin multiplicity	2
Kohn-Sham gap (alpha / beta)	5.61 / 5.71	eV

Positions of all 106 atoms, in Å:
1 Pb -0.28 0.06 0.31
2 O 1.65 -1.50 4.73
3 C 2.92 -1.38 4.32
4 C 3.90 -2.09 5.01
5 C 5.22 -1.97 4.64
6 C 5.60 -1.15 3.57
7 C 4.63 -0.46 2.88
8 C 3.28 -0.57 3.22
9 C 2.24 0.08 2.41
10 O 1.03 0.00 2.67
11 N 2.71 0.80 1.33
12 N 1.73 1.22 0.58
13 C 2.05 2.22 -0.26
14 C 1.15 3.23 -0.54
15 C 1.48 4.22 -1.53
16 C 0.71 5.32 -1.67
17 C -0.40 5.53 -0.79
18 C -0.74 4.64 0.17
19 C -0.01 3.41 0.33
20 O -0.32 2.56 1.20
21 H 1.11 -0.92 4.14
22 H 3.60 -2.70 5.85
23 H 5.98 -2.52 5.19
24 H 6.64 -1.06 3.30
25 H 4.90 0.18 2.05
26 H 3.08 2.27 -0.60
27 H 2.35 4.07 -2.15
28 H 0.94 6.06 -2.42
29 H -0.97 6.44 -0.89
30 H -1.56 4.83 0.85
31 O 1.01 -4.37 -1.33
32 C 1.77 -3.94 -2.36
33 C 2.68 -4.84 -2.91
34 C 3.50 -4.46 -3.94
35 C 3.44 -3.16 -4.45
36 C 2.55 -2.27 -3.91
37 C 1.70 -2.63 -2.86
38 C 0.77 -1.63 -2.28
39 O 0.01 -1.96 -1.30
40 N 0.80 -0.42 -2.80
41 N -0.05 0.39 -2.09
42 C -0.71 1.26 -2.75
43 C -1.75 2.06 -2.11
44 C -2.45 3.02 -2.83
45 C -3.50 3.68 -2.20
46 C -3.78 3.38 -0.88
47 C -3.01 2.43 -0.23
48 N -2.04 1.76 -0.84
49 H 0.46 -3.59 -1.07
50 H 2.71 -5.84 -2.50
51 H 4.20 -5.17 -4.36
52 H 4.09 -2.87 -5.27
53 H 2.48 -1.26 -4.29
54 H -0.56 1.33 -3.83
55 H -2.19 3.24 -3.85
56 H -4.07 4.43 -2.73
57 H -4.58 3.88 -0.35
58 H -3.16 2.20 0.81
59 N 0.21 -6.01 2.77
60 C 0.89 -5.24 2.26
61 C 1.68 -4.23 1.62
62 C 2.99 -4.46 1.21
63 C 3.64 -3.44 0.54
64 C 2.97 -2.25 0.32
65 N 1.72 -2.03 0.72
66 C 1.10 -3.00 1.36
67 H 3.47 -5.41 1.39
68 H 4.65 -3.57 0.19
69 H 3.45 -1.43 -0.21
70 H 0.07 -2.82 1.68
71 C -4.57 -2.27 3.87
72 Ge -2.77 -1.68 3.37
73 C -2.44 0.19 3.82
74 C -1.50 -2.91 4.17
75 Ge -2.87 -1.75 0.90
76 C -4.18 -0.60 0.07
77 C -4.36 -0.49 -1.31
78 C -5.41 0.24 -1.83
79 C -6.31 0.87 -0.97
80 C -6.14 0.78 0.40
81 C -5.07 0.07 0.92
82 C -2.55 -3.39 -0.04
83 C -2.29 -4.50 0.78
84 C -2.10 -5.76 0.23
85 C -2.15 -5.92 -1.14
86 C -2.39 -4.83 -1.97
87 C -2.58 -3.57 -1.42
88 H -4.61 -2.28 4.96
89 H -4.77 -3.27 3.51
90 H -5.36 -1.61 3.51
91 H -2.24 0.27 4.89
92 H -3.31 0.80 3.60
93 H -1.57 0.60 3.30
94 H -1.95 -3.24 5.11
95 H -0.54 -2.45 4.41
96 H -1.30 -3.80 3.58
97 H -3.67 -0.97 -2.00
98 H -5.54 0.32 -2.90
99 H -7.14 1.43 -1.38
100 H -6.83 1.27 1.07
101 H -4.93 0.03 1.99
102 H -2.25 -4.40 1.85
103 H -1.90 -6.60 0.88
104 H -1.98 -6.89 -1.58
105 H -2.41 -4.96 -3.04
106 H -2.74 -2.74 -2.09



b) The following is a DFT calculation (wB97M-V/def2-TZVPD) of a molecular structure, C48H43Ge2N7O5Pb.

Values from the calculation:
charge	+1
spin multiplicity	2
Kohn-Sham gap (alpha / beta)	6.81 / 4.17	eV

Positions of all 106 atoms, in Å:
1 Pb 0.24 0.68 0.31
2 O 0.14 -2.65 -2.26
3 C -0.63 -3.66 -1.78
4 C -0.75 -4.84 -2.51
5 C -1.47 -5.90 -2.00
6 C -2.09 -5.80 -0.76
7 C -2.01 -4.62 -0.04
8 C -1.30 -3.54 -0.55
9 C -1.24 -2.24 0.12
10 O -1.47 -1.14 -0.58
11 N -0.98 -2.19 1.38
12 N -0.62 -1.05 1.98
13 C -0.80 -0.94 3.25
14 C -0.34 0.12 4.08
15 C -0.68 0.04 5.44
16 C -0.23 0.97 6.35
17 C 0.57 2.04 5.92
18 C 0.91 2.15 4.61
19 C 0.50 1.20 3.63
20 O 0.91 1.37 2.43
21 H 0.55 -2.18 -1.52
22 H -0.25 -4.91 -3.46
23 H -1.54 -6.82 -2.57
24 H -2.65 -6.63 -0.37
25 H -2.50 -4.52 0.91
26 H -1.33 -1.75 3.76
27 H -1.30 -0.77 5.78
28 H -0.49 0.88 7.40
29 H 0.92 2.77 6.64
30 H 1.53 2.97 4.25
31 O 5.71 -1.36 0.01
32 C 5.06 -2.35 0.62
33 C 5.82 -3.38 1.18
34 C 5.21 -4.45 1.79
35 C 3.82 -4.53 1.87
36 C 3.05 -3.52 1.34
37 C 3.65 -2.42 0.69
38 C 2.77 -1.39 0.13
39 O 1.53 -1.55 0.03
40 N 3.38 -0.28 -0.32
41 N 2.63 0.74 -0.64
42 C 3.03 1.72 -1.37
43 C 2.17 2.84 -1.65
44 C 2.67 3.95 -2.36
45 C 1.83 5.02 -2.60
46 C 0.51 4.96 -2.16
47 C 0.09 3.81 -1.51
48 N 0.89 2.79 -1.25
49 H 5.05 -0.69 -0.29
50 H 6.89 -3.30 1.13
51 H 5.82 -5.23 2.22
52 H 3.35 -5.37 2.36
53 H 1.98 -3.53 1.41
54 H 4.03 1.71 -1.81
55 H 3.69 3.95 -2.69
56 H 2.19 5.89 -3.13
57 H -0.17 5.77 -2.34
58 H -0.93 3.69 -1.17
59 N -4.65 0.16 4.30
60 C -3.96 0.95 3.84
61 C -3.09 1.87 3.21
62 C -2.79 3.12 3.76
63 C -1.91 3.94 3.07
64 C -1.36 3.48 1.88
65 N -1.65 2.30 1.36
66 C -2.51 1.52 2.00
67 H -3.23 3.43 4.69
68 H -1.66 4.92 3.45
69 H -0.64 4.08 1.34
70 H -2.74 0.57 1.54
71 C -0.70 -2.30 -5.20
72 Ge -1.52 -0.70 -4.38
73 C -3.12 -0.20 -5.47
74 C -0.23 0.83 -4.27
75 Ge -2.67 -0.99 -2.14
76 C -3.90 -2.52 -1.78
77 C -4.29 -3.35 -2.83
78 C -5.16 -4.40 -2.61
79 C -5.67 -4.62 -1.34
80 C -5.29 -3.81 -0.29
81 C -4.40 -2.77 -0.51
82 C -3.46 0.73 -1.45
83 C -4.46 0.72 -0.49
84 C -4.98 1.89 0.03
85 C -4.49 3.11 -0.41
86 C -3.50 3.14 -1.37
87 C -2.99 1.97 -1.90
88 H -0.43 -2.06 -6.22
89 H -1.40 -3.13 -5.21
90 H 0.20 -2.59 -4.66
91 H -2.84 0.15 -6.46
92 H -3.69 0.59 -4.97
93 H -3.76 -1.06 -5.59
94 H 0.68 0.58 -4.81
95 H 0.04 1.06 -3.25
96 H -0.67 1.71 -4.73
97 H -3.89 -3.17 -3.82
98 H -5.44 -5.05 -3.43
99 H -6.36 -5.44 -1.17
100 H -5.68 -3.98 0.70
101 H -4.06 -2.18 0.33
102 H -4.87 -0.23 -0.16
103 H -5.76 1.85 0.78
104 H -4.90 4.03 -0.01
105 H -3.13 4.10 -1.72
106 H -2.24 2.01 -2.67



Relative energies, hartree: a) 0.0380; b) 0.0000.